1.
Formula: C13H13NO
Source: the OMol25 dataset
Level of theory: ωB97M-V with the def2-TZVPD basis set

Computed properties:
E_tot = -632.9771 hartree
strongest force on any atom = 0.1206 hartree/bohr
E_LUMO = 0.6 eV

Each line ends with the natural charge from an NBO analysis.
Element x y z (Å)
C  -2.426  -0.186  1.298  0.028
C  1.976  0.466  -0.364  -0.169
C  2.048  -0.849  -0.856  -0.238
C  -0.082  -1.062  0.230  -0.214
C  0.891  1.083  0.174  -0.151
C  -0.224  0.264  0.515  0.013
C  1.071  -1.716  -0.463  0.031
C  -1.455  0.823  1.238  -0.538
C  -3.334  -0.959  1.493  -0.223
C  -3.417  -0.736  -1.091  0.303
C  0.903  2.572  0.213  0.580
C  0.902  -3.121  -1.004  -0.634
C  2.007  3.388  0.872  -0.687
N  -3.103  -1.230  -2.086  -0.751
O  0.001  3.148  -0.363  -0.551
H  2.861  1.074  -0.560  0.204
H  2.989  -1.250  -1.296  0.214
H  -0.875  -1.847  0.461  0.230
H  -1.312  1.097  2.304  0.258
H  -4.215  -1.504  1.527  0.229
H  -1.766  1.667  0.527  0.277
H  0.656  -3.744  -0.096  0.224
H  0.059  -3.133  -1.704  0.223
H  1.795  -3.437  -1.476  0.218
H  1.545  3.402  1.939  0.238
H  2.128  4.343  0.553  0.234
H  2.893  2.682  0.879  0.223
H  -2.517  -1.235  -2.863  0.431



2.
Formula: C36H51O2PRhSe
Source: the OMol25 dataset
Level of theory: ωB97M-V with the def2-TZVPD basis set

Computed properties:
total charge = +1
E_tot = -4405.9552 hartree
strongest force on any atom = 0.0116 hartree/bohr
2S+1 = 5
E_LUMO (alpha / beta) = -2.0 / -5.3 eV

Each line ends with the Löwdin spin population.
Element x y z (Å)
Rh  -0.603  0.679  0.679  2.135
C  6.673  -1.051  -0.066  0.001
C  6.321  0.410  0.246  0.002
C  7.195  1.318  -0.618  0.000
C  6.630  0.701  1.722  0.001
C  4.828  0.636  -0.016  0.023
C  3.884  -0.099  0.685  0.004
C  2.535  0.109  0.449  0.032
Se  1.326  -0.656  1.712  0.138
C  0.575  -2.294  1.033  0.119
C  1.107  -3.457  1.474  0.039
C  0.457  -4.701  1.220  0.226
C  -0.749  -4.698  0.498  0.000
C  -1.356  -3.555  0.029  0.159
C  -0.679  -2.288  0.296  0.137
O  -1.168  -1.209  -0.138  0.342
C  -2.677  -3.594  -0.734  0.015
C  -3.743  -2.783  0.025  0.010
C  -2.479  -3.020  -2.149  0.010
C  -3.197  -5.027  -0.880  -0.001
C  1.080  -5.969  1.772  0.027
C  0.279  -7.219  1.410  0.000
C  2.504  -6.108  1.205  0.016
C  1.148  -5.851  3.306  0.017
C  2.058  1.055  -0.470  0.011
O  0.741  1.210  -0.694  0.314
C  3.000  1.822  -1.178  0.025
C  4.350  1.578  -0.927  -0.002
C  2.559  2.894  -2.187  0.002
C  1.707  3.957  -1.477  0.001
C  1.762  2.252  -3.333  0.002
C  3.759  3.609  -2.813  0.000
H  7.743  -1.221  0.087  0.000
H  6.434  -1.299  -1.103  0.000
H  6.130  -1.744  0.582  0.000
H  8.246  1.140  -0.381  0.000
H  6.992  2.377  -0.434  0.000
H  7.058  1.120  -1.685  0.000
H  7.699  0.573  1.913  0.000
H  6.089  0.025  2.390  0.000
H  6.358  1.727  1.984  0.000
H  4.193  -0.839  1.413  0.002
H  2.036  -3.440  2.027  0.001
H  -1.224  -5.646  0.306  -0.004
H  -3.497  -1.724  0.071  0.000
H  -3.870  -3.162  1.043  0.000
H  -4.700  -2.888  -0.491  0.001
H  -2.153  -1.982  -2.131  0.000
H  -3.427  -3.072  -2.690  0.001
H  -1.744  -3.606  -2.706  0.000
H  -3.383  -5.503  0.087  0.000
H  -2.514  -5.659  -1.456  0.000
H  -4.145  -4.999  -1.419  0.000
H  0.228  -7.374  0.328  0.000
H  -0.740  -7.184  1.804  0.000
H  0.767  -8.092  1.844  0.000
H  2.494  -6.155  0.114  0.000
H  2.955  -7.029  1.582  0.003
H  3.148  -5.277  1.504  0.000
H  0.150  -5.734  3.738  0.000
H  1.760  -5.006  3.628  0.000
H  1.591  -6.761  3.718  0.003
H  5.075  2.157  -1.477  0.000
H  0.794  3.535  -1.061  -0.001
H  1.428  4.736  -2.193  0.000
H  2.277  4.433  -0.672  0.000
H  0.857  1.764  -2.977  0.000
H  2.373  1.511  -3.856  0.000
H  1.478  3.022  -4.055  0.000
H  4.381  4.109  -2.066  0.000
H  3.392  4.374  -3.500  0.000
H  4.389  2.925  -3.390  0.000
C  -2.973  2.536  2.747  0.030
P  -1.229  2.106  2.482  0.103
C  -0.383  3.706  2.539  0.020
C  -0.762  1.253  4.014  0.008
C  -1.511  0.147  4.418  0.006
C  -1.107  -0.616  5.505  0.000
C  0.053  -0.282  6.196  0.003
C  0.800  0.818  5.801  0.001
C  0.398  1.580  4.711  0.002
H  -3.596  1.643  2.769  0.001
H  -3.315  3.164  1.923  0.001
H  -3.082  3.076  3.688  0.005
H  -0.522  4.164  3.518  0.003
H  -0.810  4.351  1.771  0.000
H  0.679  3.594  2.328  0.000
H  -2.414  -0.130  3.883  0.001
H  -1.700  -1.467  5.816  0.000
H  0.366  -0.874  7.047  0.000
H  1.699  1.086  6.341  0.000
H  0.998  2.433  4.415  0.000



3.
Formula: C27H26BrMnN4O
Source: the OMol25 dataset
Level of theory: ωB97M-V with the def2-TZVPD basis set

Computed properties:
total charge = +1
E_tot = -5063.6120 hartree
strongest force on any atom = 0.0069 hartree/bohr
2S+1 = 4
E_LUMO (alpha / beta) = -4.1 / -3.9 eV

Each line ends with the Löwdin spin population.
Element x y z (Å)
Mn  -0.335  -0.779  1.088  3.167
O  -3.436  -0.518  3.533  0.029
C  -2.679  -0.589  2.592  0.012
N  -1.318  -0.572  2.650  -0.025
C  -0.652  -0.628  3.933  0.002
C  0.823  -0.525  3.688  0.002
C  1.759  -0.440  4.705  -0.002
C  3.099  -0.343  4.381  0.006
C  3.480  -0.327  3.047  -0.001
C  2.501  -0.418  2.081  0.003
N  1.206  -0.516  2.401  -0.032
C  -3.149  -0.835  1.182  0.004
C  -4.481  -0.954  0.858  -0.002
C  -4.810  -1.378  -0.421  0.007
C  -3.795  -1.707  -1.305  -0.002
C  -2.480  -1.556  -0.907  0.004
N  -2.169  -1.088  0.302  -0.034
H  -0.872  -1.579  4.431  0.002
H  -0.995  0.180  4.586  0.000
H  1.427  -0.451  5.734  0.000
H  3.845  -0.277  5.162  0.000
H  4.516  -0.249  2.753  0.000
H  2.737  -0.412  1.027  0.000
H  -5.217  -0.746  1.622  0.000
H  -5.844  -1.482  -0.718  0.000
H  -4.009  -2.086  -2.293  0.000
H  -1.653  -1.825  -1.549  0.000
C  1.384  -1.313  -3.923  0.001
C  2.312  -1.377  -2.703  0.002
C  2.961  -2.759  -2.566  0.001
C  3.363  -0.262  -2.759  0.001
C  1.479  -1.153  -1.504  0.017
N  0.830  -0.974  -0.577  -0.010
H  1.986  -1.478  -4.816  0.000
H  0.903  -0.338  -4.005  0.000
H  0.619  -2.088  -3.881  0.000
H  3.570  -2.937  -3.453  0.000
H  2.211  -3.546  -2.493  0.000
H  3.604  -2.813  -1.689  0.000
H  3.967  -0.407  -3.654  0.000
H  4.025  -0.294  -1.894  0.000
H  2.897  0.721  -2.812  0.000
Br  -0.040  -3.230  1.325  0.068
C  -1.354  3.116  -3.090  -0.004
C  -1.244  1.710  -3.013  0.006
C  -0.943  1.101  -1.831  -0.005
C  -0.730  1.833  -0.633  -0.022
C  -0.419  1.263  0.643  -0.198
C  -0.204  2.085  1.714  0.001
C  -0.280  3.494  1.606  -0.010
C  -0.594  4.059  0.411  0.023
C  -0.824  3.247  -0.726  -0.010
C  -1.142  3.856  -1.968  0.003
H  -1.599  3.592  -4.029  0.000
H  -1.401  1.109  -3.899  0.000
H  -0.856  0.026  -1.822  0.000
H  0.008  1.685  2.692  -0.001
H  -0.102  4.101  2.482  -0.002
H  -0.675  5.133  0.306  0.001
H  -1.212  4.936  -2.001  0.000



4.
Formula: C5H6OS2
Source: the OMol25 dataset
Level of theory: ωB97M-V with the def2-TZVPD basis set

Computed properties:
E_tot = -1065.5548 hartree
strongest force on any atom = 0.0980 hartree/bohr
E_LUMO = 0.7 eV

Each line ends with the natural charge from an NBO analysis.
Element x y z (Å)
C  -1.098  -1.469  -0.200  -0.325
C  -1.252  -0.639  0.970  -0.343
C  0.117  -0.795  -0.863  -0.445
C  0.387  0.316  0.182  -0.186
C  0.583  1.783  0.128  -0.675
O  2.791  -0.591  -0.370  -0.960
S  -2.506  -0.368  -0.121  0.216
S  1.577  -1.012  0.261  1.268
H  -1.329  -2.471  -0.330  0.236
H  -1.439  -0.701  2.055  0.250
H  0.091  -0.597  -1.918  0.245
H  1.614  1.883  -0.304  0.247
H  0.546  2.426  1.115  0.241
H  -0.083  2.236  -0.604  0.233



5.
Formula: C10H22N2O6S
Source: the OMol25 dataset
Level of theory: ωB97M-V with the def2-TZVPD basis set

Computed properties:
E_tot = -1353.3987 hartree
strongest force on any atom = 0.0349 hartree/bohr
E_LUMO = 0.4 eV

Each line ends with the natural charge from an NBO analysis.
Element x y z (Å)
O  0.385  -3.494  -1.549  -0.645
O  -2.016  -1.352  0.720  -0.685
O  1.919  5.380  -0.013  -0.737
O  -1.716  0.574  -1.305  -0.781
O  -0.676  4.505  0.222  -0.729
O  0.654  1.642  -1.711  -0.746
S  0.880  -2.055  3.572  -0.047
C  0.533  -2.279  -1.553  0.685
C  -1.269  -2.269  1.064  0.687
N  -1.803  -3.375  1.594  -0.586
N  0.558  -1.550  -0.438  -0.608
C  0.704  -1.542  -2.861  -0.715
C  -1.113  -4.609  1.971  -0.427
C  1.401  4.420  -0.948  -0.088
C  -1.413  1.750  -0.534  -0.081
C  0.311  3.589  -0.266  0.069
C  -0.323  2.573  -1.230  0.063
C  0.914  -1.234  1.951  -0.508
C  0.261  -2.121  0.879  -0.149
H  2.483  4.945  0.651  0.473
H  -2.144  -0.098  -0.722  0.523
H  -0.218  5.310  0.533  0.490
H  0.152  0.958  -2.198  0.496
H  1.472  -1.083  4.275  0.137
H  -2.807  -3.358  1.685  0.411
H  0.623  -0.547  -0.524  0.419
H  -0.190  -0.953  -3.058  0.235
H  0.835  -2.272  -3.659  0.246
H  1.580  -0.899  -2.810  0.226
H  -0.403  -4.420  2.778  0.206
H  -0.583  -5.020  1.109  0.218
H  -1.840  -5.345  2.316  0.218
H  0.978  4.939  -1.815  0.189
H  2.207  3.771  -1.306  0.185
H  -1.063  1.445  0.457  0.161
H  -2.314  2.357  -0.396  0.187
H  0.755  3.048  0.576  0.151
H  -0.766  3.106  -2.077  0.169
H  1.953  -1.048  1.677  0.229
H  0.383  -0.282  2.008  0.223
H  0.720  -3.108  0.935  0.236